Record 1
{
  "formula": "C6H14",
  "method": "ωB97M-V with the def2-TZVPD basis set",
  "e_tot_ha": -237.00360,
  "smiles": "CCC(C)CC",
  "species": ["C", "C", "C", "C", "C", "C", "H", "H", "H", "H", "H", "H", "H", "H", "H", "H", "H", "H", "H", "H"],
  "positions_angstrom": [[-0.3285, 1.6682, -1.9317], [0.6365, 0.8782, -1.0480], [0.0799, 0.2234, 0.2455], [-1.4408, 0.0447, 0.2868], [0.8172, -1.0979, 0.5151], [0.5776, -1.6744, 1.9086], [-0.7496, 2.5328, -1.4073], [0.2086, 2.0445, -2.8089], [-1.1553, 1.0516, -2.3013], [1.1110, 0.1067, -1.6725], [1.4466, 1.5512, -0.7375], [0.3248, 0.8933, 1.0835], [-1.7645, -0.2520, 1.2927], [-1.9552, 0.9821, 0.0465], [-1.7860, -0.7252, -0.4165], [1.8943, -0.9305, 0.3773], [0.5237, -1.8335, -0.2490], [-0.4537, -2.0208, 2.0380], [1.2390, -2.5258, 2.1015], [0.7744, -0.9165, 2.6772]],
  "mulliken_charge": [-1.393, -0.543, 0.733, -1.647, -0.640, -1.262, 0.315, 0.407, 0.340, 0.364, 0.299, 0.192, 0.442, 0.390, 0.311, 0.361, 0.342, 0.296, 0.363, 0.327]
}

---

Record 2
{
  "formula": "C6H14",
  "method": "ωB97M-V with the def2-TZVPD basis set",
  "e_tot_ha": -237.01039,
  "smiles": "CCCC(C)C",
  "species": ["C", "C", "C", "C", "C", "C", "H", "H", "H", "H", "H", "H", "H", "H", "H", "H", "H", "H", "H", "H"],
  "positions_angstrom": [[-2.0079, -0.0656, -1.9682], [-1.2125, 0.5569, -0.8238], [-0.3227, -0.4755, -0.1303], [0.5575, 0.0706, 1.0017], [1.2757, -1.0740, 1.7228], [1.5819, 1.0741, 0.4753], [-1.3321, -0.4952, -2.7171], [-2.6434, 0.6694, -2.4731], [-2.6509, -0.8752, -1.6029], [-0.6022, 1.3820, -1.2135], [-1.8985, 1.0022, -0.0895], [0.3351, -0.9406, -0.8822], [-0.9589, -1.2853, 0.2595], [-0.0892, 0.5845, 1.7257], [1.8294, -0.7004, 2.5928], [0.5753, -1.8447, 2.0698], [1.9992, -1.5541, 1.0491], [2.3097, 1.3437, 1.2485], [2.1345, 0.6272, -0.3599], [1.1201, 2.0000, 0.1153]],
  "mulliken_charge": [-1.292, -0.209, -0.864, 0.749, -1.535, -1.464, 0.320, 0.379, 0.310, 0.253, 0.278, 0.313, 0.357, 0.223, 0.409, 0.381, 0.319, 0.421, 0.303, 0.350]
}

---

Record 3
{
  "formula": "C6H14BO8PS",
  "method": "ωB97M-V with the def2-TZVPD basis set",
  "e_tot_ha": -1603.29771,
  "species": ["C", "O", "B", "O", "C", "C", "C", "O", "S", "O", "O", "C", "C", "P", "O", "O", "O", "H", "H", "H", "H", "H", "H", "H", "H", "H", "H", "H", "H", "H", "H"],
  "positions_angstrom": [[4.1436, -0.5774, 0.2857], [2.9582, 0.2203, -0.0832], [1.7634, -0.6529, -0.2781], [1.8841, -1.9256, -1.0210], [0.2698, -0.2532, 0.3713], [0.3847, 0.7943, 1.6324], [0.1955, 2.3871, 1.1983], [1.0160, 2.6918, 0.0154], [0.1288, 2.5735, -1.4381], [1.1445, 3.0642, -2.5430], [-0.2094, 0.9616, -1.8788], [-0.8245, 0.1963, -0.7836], [-1.6987, -1.1122, -1.3504], [-3.1974, -1.4013, -0.1401], [-4.1339, -2.5874, -0.6660], [-2.6114, -1.7791, 1.4878], [-4.2210, -0.0030, 0.0312], [4.8741, -0.7348, -0.6187], [4.7406, 0.0456, 1.1102], [3.9023, -1.6119, 0.7805], [1.1153, -2.0333, -1.6551], [-0.1351, -1.2799, 0.8265], [1.3916, 0.7273, 2.2259], [-0.5401, 0.5592, 2.3441], [0.4767, 3.0520, 2.1471], [-0.9468, 2.6107, 0.9871], [-1.6465, 0.9056, -0.2880], [-1.0557, -2.0858, -1.4427], [-2.1337, -0.8074, -2.4019], [-3.0068, -2.6450, 1.8018], [-4.0282, 0.7005, -0.6566]],
  "mulliken_charge": [-0.681, -0.390, 0.733, -0.570, 0.121, -0.592, -0.406, -0.327, 0.684, -0.533, -0.452, 0.349, -0.738, 1.044, -0.671, -0.552, -0.537, 0.253, 0.223, 0.269, 0.299, 0.134, 0.312, 0.302, 0.321, 0.229, -0.024, 0.182, 0.319, 0.341, 0.357]
}

---

Record 4
{
  "formula": "C6H14Ba2O8",
  "method": "ωB97M-V with the def2-TZVPD basis set",
  "e_tot_ha": -889.45254,
  "total_charge": 2,
  "species": ["Ba", "Ba", "O", "C", "O", "O", "H", "O", "C", "O", "O", "H", "C", "C", "O", "H", "H", "H", "H", "H", "H", "C", "C", "O", "H", "H", "H", "H", "H", "H"],
  "positions_angstrom": [[-3.2076, -19.8779, 3.3755], [-2.3769, -16.2363, 0.4682], [0.8016, -17.6509, 3.1087], [-0.3083, -18.3484, 3.1381], [-0.4251, -19.4639, 3.6926], [-1.3366, -17.8961, 2.5262], [0.5210, -16.8712, 2.5814], [0.8830, -13.3061, 2.0214], [-0.0526, -14.1961, 1.6795], [-1.2703, -14.0662, 1.9621], [0.2266, -15.2081, 0.9580], [1.6109, -13.8883, 1.7085], [4.0509, -19.4944, 3.3225], [3.9634, -18.0585, 2.8763], [3.5001, -17.2394, 3.9454], [4.7719, -19.6312, 4.1298], [4.5131, -20.0843, 2.5258], [3.0802, -19.8734, 3.6445], [3.2699, -17.9137, 2.0436], [4.9722, -17.7534, 2.6011], [2.5476, -17.1945, 4.0333], [2.5090, -20.9724, 6.8041], [1.2587, -21.4670, 6.0951], [0.2435, -20.4888, 6.1469], [3.3563, -21.6533, 6.7495], [2.3138, -20.6475, 7.8283], [2.8169, -20.0143, 6.3708], [1.0312, -22.4165, 6.5848], [1.6373, -21.7239, 5.1002], [0.1992, -20.0586, 5.2866]],
  "mulliken_charge": [1.833, 1.784, -0.228, 0.712, -0.849, -0.844, 0.187, -0.399, 0.960, -0.797, -0.893, 0.354, -0.739, -0.176, -0.545, 0.289, 0.370, 0.022, 0.143, 0.337, 0.394, -1.005, -0.173, -0.521, 0.342, 0.320, 0.204, 0.325, 0.220, 0.376]
}

---

Record 5
{
  "formula": "C6H14Cl2N2P",
  "method": "ωB97M-V with the def2-TZVPD basis set",
  "e_tot_ha": -1607.93978,
  "total_charge": 1,
  "species": ["C", "C", "C", "C", "C", "C", "N", "N", "P", "Cl", "Cl", "H", "H", "H", "H", "H", "H", "H", "H", "H", "H", "H", "H", "H", "H"],
  "positions_angstrom": [[1.7204, 1.6226, -0.0560], [2.0874, 0.1546, 0.1357], [0.9892, -1.9473, 0.6866], [0.6477, -0.9132, -1.4825], [-3.1077, 0.8436, 0.6592], [-1.9403, 0.1521, -0.0565], [0.3540, 1.8469, 0.3091], [0.8967, -0.6214, -0.0890], [-0.4059, 0.2387, 0.9064], [-4.5543, 0.6271, -0.4560], [-2.3321, -1.6051, 0.0034], [2.3929, 2.2561, 0.5143], [1.5411, 1.6613, -1.0947], [2.8882, -0.2592, -0.4461], [2.2345, 0.0899, 1.1983], [0.3398, -2.5957, 0.2659], [1.9233, -2.3447, 0.6473], [0.5108, -1.8057, 1.7000], [-0.4145, -1.4039, -1.6836], [0.5637, 0.0858, -1.9046], [1.4422, -1.4050, -1.8942], [-3.1692, 0.5880, 1.6884], [-2.7907, 1.9418, 0.5079], [-2.0599, 0.3426, -1.1418], [0.2426, 2.4500, 1.0824]],
  "mulliken_charge": [-0.685, -0.518, -1.055, -0.946, -0.531, -0.428, -0.434, -0.023, -0.007, -0.130, -0.096, 0.407, 0.372, 0.412, 0.439, 0.565, 0.404, 0.387, 0.293, 0.379, 0.485, 0.428, 0.345, 0.618, 0.320]
}

---

Record 6
{
  "formula": "C6H14Cl4O2",
  "method": "ωB97M-V with the def2-TZVPD basis set",
  "e_tot_ha": -2228.16496,
  "smiles": "COCCOC.ClCCl.ClCCl",
  "species": ["C", "O", "C", "C", "O", "C", "H", "H", "H", "H", "H", "H", "H", "H", "H", "H", "Cl", "C", "Cl", "H", "H", "Cl", "C", "Cl", "H", "H"],
  "positions_angstrom": [[2.5207, -0.1911, 0.6154], [2.6767, 1.0237, -0.0227], [1.7385, 1.2856, -1.0220], [1.9313, 0.3283, -2.1962], [1.2403, -0.9361, -1.9904], [-0.2177, -0.7679, -2.2125], [2.9731, -0.1319, 1.6086], [3.0811, -0.8845, -0.0135], [1.4159, -0.5301, 0.7066], [1.8925, 2.3177, -1.3873], [0.7112, 1.0918, -0.7048], [3.0010, 0.0037, -2.2652], [1.7300, 0.5977, -3.2967], [-0.5368, 0.2630, -2.5959], [-0.6797, -0.8931, -1.2366], [-0.4652, -1.6248, -2.8158], [-2.8028, -4.6832, 1.3705], [-2.2820, -2.9793, 1.1485], [-3.4899, -1.8040, 1.6816], [-1.4148, -2.8444, 1.7662], [-2.1771, -2.7500, 0.1036], [-1.0345, 1.7300, 3.1367], [-2.1693, 2.8973, 2.6207], [-2.8885, 2.6420, 1.0331], [-2.9535, 2.9512, 3.3707], [-1.8006, 3.8883, 2.5973]],
  "mulliken_charge": [-0.431, -0.405, -0.244, -0.528, -0.361, -0.675, 0.237, 0.256, 0.104, 0.311, 0.279, 0.303, 0.361, 0.348, 0.158, 0.290, -0.169, -0.063, -0.144, 0.257, 0.119, -0.120, -0.294, -0.156, 0.282, 0.288]
}

---

Record 7
{
  "formula": "C6H14ClMnORu",
  "method": "ωB97M-V with the def2-TZVPD basis set",
  "multiplicity": 9,
  "e_tot_ha": -2017.98041,
  "s_squared": 20.045,
  "species": ["Ru", "Cl", "C", "C", "H", "H", "H", "H", "H", "H", "Mn", "C", "C", "H", "H", "H", "H", "H", "C", "C", "O", "H", "H", "H"],
  "positions_angstrom": [[0.6596, -0.6426, -2.0720], [1.9810, -2.3960, -2.7297], [2.0126, 0.8195, -1.3509], [-1.0246, -0.9772, -3.2050], [2.2073, 1.1279, -2.4059], [1.7553, 1.7683, -0.8529], [2.9491, 0.3872, -0.9766], [-0.7769, -0.4615, -4.1513], [-1.9886, -0.5907, -2.8283], [-1.1061, -2.0581, -3.4226], [0.2700, 0.4374, -0.2456], [-1.2185, -0.7261, 0.0954], [-0.6270, 1.1772, -1.7704], [-1.9867, -0.6784, -0.6898], [-0.8329, -1.7547, 0.1586], [-1.5802, -0.3846, 1.0822], [-1.7362, 1.0836, -1.7875], [-0.2399, 2.1172, -2.2262], [1.7303, 0.2960, 2.1005], [1.4807, -0.5741, 0.9088], [1.8439, -1.7239, 0.7034], [1.1358, 1.2173, 2.0829], [2.7928, 0.5856, 2.1625], [1.5065, -0.2392, 3.0351]],
  "mulliken_charge": [0.642, -0.463, -1.423, -1.066, 0.367, 0.385, 0.461, 0.356, 0.343, 0.271, 0.035, -1.097, -0.716, 0.356, 0.327, 0.312, 0.347, 0.291, -1.166, 0.872, -0.432, 0.341, 0.317, 0.342]
}

---

Record 8
{
  "formula": "C6H14ClO3PS",
  "method": "ωB97M-V with the def2-TZVPD basis set",
  "e_tot_ha": -1662.34593,
  "species": ["C", "C", "C", "C", "C", "C", "O", "O", "O", "P", "S", "Cl", "H", "H", "H", "H", "H", "H", "H", "H", "H", "H", "H", "H", "H", "H"],
  "positions_angstrom": [[-1.7122, -2.5425, 2.1331], [-1.3563, -1.9681, 0.7393], [-0.3835, -0.7892, 1.0204], [0.1124, 0.0893, -0.0908], [0.8290, 1.3520, 0.4999], [1.6744, 3.2177, -0.8463], [3.1666, 5.0581, 0.5417], [1.5076, 3.7904, 1.8396], [1.8757, 1.9370, -0.4690], [3.2615, 3.7330, -1.8056], [1.8890, 4.3780, 0.5714], [0.5223, 5.7136, -0.1256], [-0.6633, -2.7000, 2.6125], [-2.2250, -1.8877, 2.8157], [-2.3641, -3.5002, 1.9680], [-2.2671, -1.4991, 0.1911], [-0.8659, -2.8283, 0.2792], [-0.8638, -0.1405, 1.6852], [0.4238, -1.2744, 1.5144], [-0.7324, 0.4467, -0.8430], [0.7876, -0.3936, -0.6669], [1.2113, 1.1137, 1.4429], [0.0995, 2.1170, 0.6002], [0.8015, 3.4575, -1.5379], [2.9439, 3.3649, -3.1060], [2.8552, 5.0653, -2.0443]],
  "mulliken_charge": [-1.104, -0.253, -0.860, -0.779, -0.692, -0.238, -0.531, -0.524, -0.303, -0.063, 1.013, -0.179, 0.267, 0.348, 0.300, 0.289, 0.277, 0.425, 0.438, 0.233, 0.373, 0.443, 0.448, 0.563, 0.055, 0.055]
}